Run w
Here is an isolated molecule of C3H4S2 from OMol25. Energies are from ωB97M-V with the def2-TZVPD basis set.

Element x y z (Å)
C: 1.252 0.379 -1.099
C: -1.098 -0.890 1.685
C: -0.040 0.632 -0.859
S: 2.055 1.129 -2.379
S: -1.095 0.214 0.413
H: 1.940 -0.079 -0.346
H: -0.362 -1.543 2.170
H: -2.064 -0.860 2.150
H: -0.588 1.018 -1.735

Lowest unoccupied orbital energy (eV): -1.722
HOMO (eV): -8.0

Run x
Here is a structure of composition C3H4S2 from OMol25. Energies are from ωB97M-V with the def2-TZVPD basis set.

Element x y z (Å)
C: -1.015 0.982 -0.490
C: -0.301 0.002 0.366
C: 0.951 -0.823 0.180
S: -2.051 -0.402 -0.102
S: -0.592 1.638 1.085
H: -1.040 1.477 -1.503
H: 1.708 -0.032 0.019
H: 1.007 -1.547 -0.626
H: 1.334 -1.295 1.070

Lowest unoccupied orbital energy (eV): 0.444
HOMO (eV): -8.6

The most stable of them is run x.

Run w
Here is an isolated molecule of C4H5NOS from OMol25. Energies are from ωB97M-V with the def2-TZVPD basis set.

Element x y z (Å)
N: -1.783 -2.070 -0.667
C: -1.393 -1.159 -0.120
C: -1.040 -0.015 0.604
C: -0.009 0.556 -0.396
S: 0.917 1.892 0.455
C: 1.128 -0.330 -0.662
O: 1.684 -0.976 0.239
H: -0.480 -0.380 1.466
H: -1.781 0.717 0.924
H: -0.475 0.894 -1.367
H: 1.641 1.129 1.187
H: 1.591 -0.259 -1.663

Lowest unoccupied orbital energy (eV): 0.097
HOMO (eV): -10.0
SMILES: N#CC[C@@H](S)C=O

Run x
Here is an isolated molecule of C4H5NOS from OMol25. Energies are from ωB97M-V with the def2-TZVPD basis set.

Element x y z (Å)
C: -2.288 -0.271 0.796
C: -1.216 -0.543 0.225
C: 0.089 -0.816 -0.348
O: -0.105 -1.195 -1.641
C: 1.056 0.416 -0.214
N: 0.658 1.320 0.670
S: 2.403 0.554 -1.112
H: -3.175 0.067 1.356
H: 0.585 -1.610 0.252
H: 0.719 -1.082 -2.109
H: 1.311 2.081 0.781
H: -0.038 1.079 1.345

Lowest unoccupied orbital energy (eV): 0.525
HOMO (eV): -8.9
SMILES: C#C[C@@H](O)C(N)=S

The most stable of them is run w.

Run w
Here is an isolated molecule of C4H5NOS from OMol25. Energies are from ωB97M-V with the def2-TZVPD basis set.

Element x y z (Å)
C: 0.232 -1.354 -0.749
N: 0.407 -0.419 -1.728
O: 0.044 1.011 -1.577
C: 0.152 1.541 -0.133
C: -0.200 0.368 0.825
S: -1.806 -0.694 0.849
C: 0.037 -1.044 0.698
H: 0.321 -2.334 -1.073
H: 1.179 1.784 -0.010
H: -0.599 2.456 -0.287
H: -0.010 0.615 1.865
H: 0.243 -1.931 1.320

Lowest unoccupied orbital energy (eV): 0.406
HOMO (eV): -8.9
SMILES: C1=NOC[C@H]2S[C@@H]12

Run x
Here is an isolated molecule of C4H5NOS from OMol25. Energies are from ωB97M-V with the def2-TZVPD basis set.

Element x y z (Å)
C: 0.224 1.556 0.049
C: 0.467 0.218 0.024
C: 1.843 -0.318 -0.066
O: 2.834 0.355 -0.120
N: -0.514 -0.787 0.001
C: -1.834 -0.746 0.038
S: -2.849 0.524 -0.113
H: 1.053 2.265 0.068
H: -0.815 1.923 0.164
H: 1.929 -1.453 -0.161
H: -0.104 -1.760 0.032
H: -2.232 -1.776 0.085

Lowest unoccupied orbital energy (eV): -0.520
HOMO (eV): -8.7
SMILES: C=C(C=O)NC=S

The most stable of them is run x.

Run w
Here is an isolated molecule of C6H8S2 from OMol25. Energies are from ωB97M-V with the def2-TZVPD basis set.

Element x y z (Å)
C: 1.480 -0.613 1.985
C: 0.562 -0.353 0.806
C: 0.906 0.596 -0.121
C: 0.286 0.829 -1.375
S: 0.887 1.913 -2.469
C: -1.029 0.033 -1.577
C: -1.815 -0.057 -0.306
S: -0.950 -1.249 0.791
H: 1.727 -1.688 2.057
H: 0.899 -0.364 2.900
H: 2.391 -0.021 1.890
H: 1.893 1.054 0.032
H: -0.930 -1.018 -1.848
H: -1.619 0.447 -2.405
H: -2.815 -0.419 -0.598
H: -1.873 0.911 0.238

Lowest unoccupied orbital energy (eV): -0.596
HOMO (eV): -8.4
SMILES: CC1=CC(=S)CCS1

Run x
Here is a structure of composition C6H8S2 from OMol25. Energies are from ωB97M-V with the def2-TZVPD basis set.

Element x y z (Å)
C: 0.560 -1.279 1.384
C: -0.208 -0.172 0.717
C: -1.041 -0.392 -0.564
C: -1.017 1.122 -0.756
C: 0.395 0.962 -0.167
C: 1.152 0.290 -1.242
H: -0.202 -1.902 1.844
H: 1.193 -1.910 0.762
H: 1.271 -0.896 2.133
H: -0.845 0.345 1.477
H: -2.014 -0.912 -0.523
H: -1.104 1.524 -1.776
H: -1.630 1.669 -0.058
H: 0.826 1.810 0.368
S: 2.561 0.786 -1.820
S: 0.104 -1.044 -1.779

Lowest unoccupied orbital energy (eV): 0.116
HOMO (eV): -8.5

The most stable of them is run w.

Run w
Here is a cluster of 2 separate species, CH6O3 in total from OMol25. Energies are from ωB97M-V with the def2-TZVPD basis set.

Element x y z (Å)
O: -1.170 1.004 -1.310
O: -0.409 0.180 -0.401
O: -0.633 -1.193 -0.784
H: -0.698 0.872 -2.144
H: -1.537 -1.389 -0.490
C: 1.991 0.065 2.262
H: 1.271 -0.075 1.453
H: 1.482 0.304 3.198
H: 2.700 0.865 1.978
H: 2.531 -0.888 2.389

Lowest unoccupied orbital energy (eV): 0.871
HOMO (eV): -11.2
SMILES: OOO.C

Run x
Here is a cluster of 3 separate species, CH6O3 in total from OMol25. Energies are from ωB97M-V with the def2-TZVPD basis set.

Element x y z (Å)
C: 0.329 -0.933 -0.451
O: 0.273 0.176 0.150
H: 1.011 -1.684 -0.192
H: -0.246 -1.043 -1.419
O: 1.517 -1.243 2.031
H: 1.168 -0.396 1.614
H: 0.734 -1.699 2.486
O: -1.895 2.009 -1.717
H: -1.226 1.403 -2.166
H: -2.576 1.474 -1.331

Lowest unoccupied orbital energy (eV): -0.077
HOMO (eV): -10.9
SMILES: C=O.O.O

The most stable of them is run x.

Run w
Here is a cluster of 2 separate species, C5H13NO3 in total from OMol25. Energies are from ωB97M-V with the def2-TZVPD basis set.

Element x y z (Å)
C: -0.463 1.682 0.982
C: -0.734 -1.433 -0.939
C: 1.568 0.591 0.902
C: -0.066 -0.932 0.326
C: -0.058 -2.663 -1.542
N: -0.004 2.643 1.929
O: 1.161 -0.360 0.041
O: -0.514 2.196 -0.336
O: -0.813 -0.370 -1.903
H: -0.803 1.482 -0.930
H: 0.093 -0.178 -2.182
H: -1.495 1.465 1.300
H: -1.772 -1.669 -0.691
H: -0.669 3.406 2.036
H: 0.892 3.028 1.657
H: 2.389 1.175 0.505
H: 1.541 0.328 1.957
H: -0.019 -1.654 1.144
H: -0.572 0.163 0.814
H: -0.068 -3.493 -0.834
H: -0.575 -2.969 -2.452
H: 0.982 -2.438 -1.785

Lowest unoccupied orbital energy (eV): 0.771
HOMO (eV): -7.8

Run x
Here is a cluster of 3 separate species, C5H13NO3 in total from OMol25. Energies are from ωB97M-V with the def2-TZVPD basis set.

Element x y z (Å)
C: -2.085 1.166 -0.673
N: -2.305 2.019 0.478
C: -1.465 2.135 1.517
O: -0.395 1.577 1.659
O: -1.988 2.950 2.470
H: -2.340 1.708 -1.583
H: -1.035 0.890 -0.740
H: -2.675 0.250 -0.599
H: -3.191 2.491 0.561
H: -1.376 2.968 3.218
C: 2.373 -1.575 -1.700
C: 1.267 -1.927 -0.983
C: 1.317 -2.518 0.387
H: 2.289 -1.453 -2.770
H: 3.350 -1.897 -1.366
H: 0.302 -1.963 -1.471
H: 0.589 -2.026 1.029
H: 2.303 -2.396 0.831
H: 1.074 -3.582 0.340
O: 1.081 0.336 -0.372
H: 0.828 0.784 0.453
H: 2.081 0.063 -0.686

Lowest unoccupied orbital energy (eV): 0.698
HOMO (eV): -8.8
SMILES: CNC(=O)O.C=CC.O

The most stable of them is run x.

Run w
Here is a cluster of 2 separate species, C5H13NO3 in total from OMol25. Energies are from ωB97M-V with the def2-TZVPD basis set.

Element x y z (Å)
C: -1.460 -0.320 -1.680
C: -0.567 0.692 -0.942
O: -0.711 1.846 -0.896
N: 0.598 0.283 -0.238
C: 1.022 -1.097 -0.011
C: 0.646 -1.493 1.398
C: 1.593 -0.847 2.456
O: 1.861 0.524 2.130
H: -1.059 -1.333 -1.707
H: -2.474 -0.251 -1.298
H: -1.285 0.122 -2.784
H: 1.352 1.040 -0.001
H: 0.565 -1.792 -0.788
H: 2.110 -1.343 -0.133
H: 0.642 -2.686 1.552
H: -0.343 -1.218 1.744
H: 2.498 -1.430 2.684
H: 1.173 -0.756 3.496
H: 1.018 0.988 1.900
O: -2.708 2.792 -2.373
H: -1.994 2.636 -1.838
H: -2.476 3.645 -2.672

Lowest unoccupied orbital energy (eV): 0.754
HOMO (eV): -9.6
SMILES: CC(=O)NCCCO.O

Run x
Here is a cluster of 2 separate species, C5H13NO3 in total from OMol25. Energies are from ωB97M-V with the def2-TZVPD basis set.

Element x y z (Å)
C: 1.448 -2.384 -2.915
N: 1.854 -2.619 -1.547
C: 0.817 -2.201 -0.509
C: 0.399 -0.786 -0.507
C: -0.452 -0.293 0.680
O: -0.739 1.122 0.613
C: -1.313 1.780 1.638
O: -1.646 2.961 1.604
H: 1.446 -1.293 -3.076
H: 0.509 -2.800 -3.316
H: 2.294 -2.821 -3.472
H: 1.956 -3.617 -1.321
H: 1.353 -2.334 0.451
H: -0.107 -2.809 -0.465
H: 1.295 -0.136 -0.518
H: -0.162 -0.599 -1.443
H: -1.343 -0.942 0.789
H: 0.152 -0.395 1.602
H: -1.529 1.132 2.510
O: -1.877 6.480 2.747
H: -2.331 7.009 3.441
H: -2.024 5.544 3.013

Lowest unoccupied orbital energy (eV): 0.768
HOMO (eV): -9.5
SMILES: CNCCCOC=O.O

The most stable of them is run x.